## P
Below is the molecule C3H5FS, with properties calculated with the ωB97M-V functional and the def2-TZVPD basis.

Last column: Löwdin charge in e.
Atoms and positions in Å:
C  1.84  -1.01  -0.24  0.07
C  0.96  -0.04  0.13  -0.41
F  1.35  1.28  -0.13  0.00
C  -0.32  -0.21  0.83  -0.49
S  -1.83  0.01  -0.23  0.67
H  2.76  -0.75  -0.77  0.06
H  1.60  -2.10  -0.20  0.08
H  -0.33  0.57  1.49  0.03
H  -0.39  -1.21  1.34  0.10
H  -1.34  -0.63  -1.36  -0.11

Calculated values
Charge ... 0
SMILES ... C=C(F)CS
HOMO energy ... -9.44 eV
M ... 92.14 g/mol

=====

## Q
Below is a structure of composition C3H5FS, with properties calculated with the ωB97M-V functional and the def2-TZVPD basis.

Last column: Löwdin charge in e.
Atoms and positions in Å:
C  -0.64  0.67  0.19  -0.73
C  0.58  0.01  0.16  -0.26
C  1.77  0.44  -0.23  -0.08
H  -2.87  -0.10  1.53  0.09
H  -0.85  1.27  1.16  0.10
H  -0.65  1.68  -0.37  0.10
H  0.55  -1.36  0.40  0.22
H  2.07  1.29  -0.78  0.10
F  2.83  -0.51  0.08  -0.10
S  -2.12  -0.31  -0.21  0.56

Calculated values
Charge ... 0
HOMO energy ... -9.38 eV
M ... 92.14 g/mol

=====

Which structure is the least stable? The one labeled Q.

=====

## P
Below is the ion C3H5O2 with charge +1, with properties calculated with the ωB97M-V functional and the def2-TZVPD basis.

Last column: Löwdin charge in e.
Atoms and positions in Å:
C  -1.51  2.23  -0.62  -0.04
C  0.65  -0.83  0.19  0.03
C  -0.36  0.07  -0.29  -0.07
O  -0.33  1.29  -0.03  0.11
O  -2.25  1.92  -1.45  0.25
H  -1.37  3.12  -0.01  0.17
H  1.65  -0.43  -0.01  0.13
H  0.62  -0.87  1.29  0.14
H  0.55  -1.84  -0.20  0.11
H  -1.19  -0.32  -0.91  0.17

Calculated values
Charge ... +1
HOMO energy ... -17.64 eV
M ... 73.07 g/mol

=====

## Q
Below is a cluster of 2 separate species, C3H5O2 in total, with properties calculated with the ωB97M-V functional and the def2-TZVPD basis.

Last column: Löwdin charge in e.
Atoms and positions in Å:
C  1.98  -0.04  0.29  0.04
C  -0.65  -0.53  -0.51  -0.15
C  -1.52  0.41  -0.10  0.07
O  -0.24  -1.53  -0.87  0.34
O  1.01  0.52  -0.12  0.02
H  2.66  0.48  0.89  0.10
H  2.18  -1.14  0.33  0.14
H  -0.95  1.14  0.37  0.11
H  -2.27  -0.04  0.58  0.17
H  -2.20  0.74  -0.87  0.16

Calculated values
Charge ... +1
HOMO energy ... -16.18 eV
M ... 73.07 g/mol

=====

Which structure is the least stable? The one labeled Q.

=====

## P
Below is the ion C3H6N3S with charge +1, with properties calculated with the ωB97M-V functional and the def2-TZVPD basis.

Last column: Löwdin charge in e.
Atoms and positions in Å:
C  -0.93  -1.72  0.27  -0.08
C  0.55  0.10  0.06  -0.03
C  1.54  1.03  0.60  -0.03
N  -1.67  -1.10  -0.53  0.02
N  -1.47  0.11  -0.89  -0.40
N  0.24  -1.02  0.65  0.10
S  -1.34  0.91  -2.27  0.95
H  -1.08  -2.72  0.63  0.15
H  0.87  1.93  0.84  0.14
H  2.36  1.35  -0.19  0.15
H  1.95  0.60  1.41  0.03
H  0.86  -1.43  1.27  0.14
H  -1.88  1.97  -1.86  -0.14

Calculated values
Charge ... +1
HOMO energy (spin up / spin down) ... -13.50 / -13.51 eV
M ... 116.17 g/mol

=====

## Q
Below is a cluster of 2 separate species, C3H6N3S in total, with properties calculated with the ωB97M-V functional and the def2-TZVPD basis.

Last column: Löwdin charge in e.
Atoms and positions in Å:
C  3.11  -1.87  1.26  -0.83
C  -1.81  0.02  -0.68  -0.12
C  0.06  1.06  0.55  -0.03
N  4.15  -1.80  1.72  0.19
N  -2.98  -0.02  -0.82  0.33
N  -0.65  0.06  -0.25  0.03
S  1.99  -1.80  0.19  0.77
H  0.16  2.13  0.20  0.12
H  1.15  0.61  0.61  0.07
H  -0.40  0.98  1.56  0.11
H  -3.58  0.09  -1.62  0.14
H  4.85  -1.93  2.50  0.17
H  -0.07  -0.82  -0.14  0.07

Calculated values
Charge ... +1
HOMO energy ... -13.21 eV
M ... 116.17 g/mol

=====

## R
Below is a cluster of 2 separate species, C3H6N3S in total, with properties calculated with the ωB97M-V functional and the def2-TZVPD basis.

Last column: Löwdin charge in e.
Atoms and positions in Å:
C  -0.63  -0.34  -1.71  -0.55
C  -1.69  -0.94  -0.95  -0.08
C  0.87  0.39  1.87  -0.07
N  1.39  1.18  -0.26  -0.26
N  2.03  1.34  -1.18  0.13
N  0.63  0.96  0.59  0.02
S  0.49  0.02  -2.66  1.12
H  -1.40  -0.97  0.10  0.08
H  -2.56  -0.12  -1.16  0.19
H  -1.81  -1.96  -1.43  0.14
H  1.85  0.18  2.05  0.04
H  0.52  0.93  2.77  0.10
H  0.30  -0.68  1.97  0.14

Calculated values
Charge ... +1
HOMO energy ... -14.01 eV
M ... 116.17 g/mol

=====

## S
Below is the ion C3H6N3S with charge +1, with properties calculated with the ωB97M-V functional and the def2-TZVPD basis.

Last column: Löwdin charge in e.
Atoms and positions in Å:
C  1.17  -0.37  0.92  -0.92
C  -0.86  -0.14  -1.37  0.03
C  -0.27  0.84  -0.48  -0.35
N  1.03  0.61  0.00  0.07
N  0.11  -1.08  1.16  0.19
N  -1.27  0.05  0.05  0.15
S  2.57  -1.09  1.57  0.86
H  -1.52  0.20  -2.09  0.11
H  -0.12  -0.92  -1.61  0.15
H  -0.30  1.98  -0.51  0.20
H  1.51  1.56  0.10  0.20
H  0.16  -1.83  1.94  0.16
H  -2.21  0.19  0.35  0.16

Calculated values
Charge ... +1
HOMO energy (spin up / spin down) ... -13.67 / -13.69 eV
M ... 116.17 g/mol

=====

Which structure is the least stable? The one labeled S.

=====

## P
Below is the molecule C8H9NO, with properties calculated with the ωB97M-V functional and the def2-TZVPD basis.

Last column: Löwdin charge in e.
Atoms and positions in Å:
N  -2.45  1.41  -1.09  0.18
C  -1.60  0.64  -1.22  -0.15
C  -0.63  -0.41  -1.32  -0.37
O  -0.64  -1.02  -2.60  0.01
C  -0.23  -1.33  -0.04  -0.08
C  -0.56  -1.08  1.35  -0.06
C  -0.27  0.08  1.95  -0.09
C  0.28  1.21  1.17  -0.20
C  1.31  0.79  0.13  -0.16
C  0.78  -0.33  -0.68  -0.18
H  0.23  -1.01  -3.05  0.11
H  -0.10  -2.28  -0.54  0.14
H  -1.01  -1.76  2.01  0.09
H  -0.54  0.14  3.01  0.11
H  0.85  1.84  1.87  0.11
H  -0.51  1.83  0.55  0.14
H  1.48  1.72  -0.54  0.15
H  2.25  0.37  0.49  0.12
H  1.36  -0.81  -1.47  0.14

Calculated values
Charge ... 0
SMILES ... N#C[C@]1(O)[C@@H]2C=CCC[C@@H]21
HOMO energy ... -9.18 eV
M ... 135.17 g/mol

=====

## Q
Below is the molecule C8H9NO, with properties calculated with the ωB97M-V functional and the def2-TZVPD basis.

Last column: Löwdin charge in e.
Atoms and positions in Å:
C  -2.37  -2.52  0.80  0.06
C  -1.71  -1.36  0.02  -0.45
O  -2.11  -0.83  -0.92  0.15
N  -0.36  -1.10  0.42  0.11
C  0.41  0.01  0.15  -0.25
C  1.76  -0.04  0.39  -0.05
C  2.61  1.02  0.12  -0.07
C  2.05  2.28  -0.37  -0.02
C  0.61  2.29  -0.59  -0.04
C  -0.13  1.18  -0.36  -0.03
H  -3.30  -2.41  0.81  0.01
H  -2.25  -2.52  1.90  0.12
H  -2.05  -3.33  0.49  0.00
H  -0.12  -2.04  0.59  0.12
H  2.33  -0.94  0.95  0.15
H  3.52  0.88  0.46  0.04
H  2.63  3.09  -0.60  0.05
H  0.30  3.29  -0.82  0.10
H  -1.04  1.15  -0.38  0.01

Calculated values
Charge ... 0
SMILES ... CC(=O)Nc1ccccc1
HOMO energy ... -8.07 eV
M ... 135.17 g/mol

=====

Which structure is the least stable? The one labeled Q.

=====

## P
Below is the ion C2H6N5 with charge +1, with properties calculated with the ωB97M-V functional and the def2-TZVPD basis.

Last column: Löwdin charge in e.
Atoms and positions in Å:
C  -1.64  0.98  -0.11  0.01
N  -0.36  0.80  0.76  -0.05
N  -0.47  1.63  1.78  -0.03
N  0.48  1.63  2.61  0.00
N  1.44  0.73  2.29  0.09
C  1.16  0.14  1.22  -0.20
N  1.71  -0.86  0.33  0.24
H  -2.19  -0.04  -0.04  0.12
H  -1.16  1.26  -1.06  0.07
H  -2.05  1.99  0.32  0.12
H  1.03  -0.98  -0.41  0.16
H  2.09  -1.79  0.80  0.25
H  2.62  -0.56  -0.17  0.22

Calculated values
Charge ... +1
SMILES ... Cn1nnnc1[NH3+]
HOMO energy ... -14.69 eV
M ... 100.10 g/mol

=====

## Q
Below is the ion C2H6N5 with charge +1, with properties calculated with the ωB97M-V functional and the def2-TZVPD basis.

Last column: Löwdin charge in e.
Atoms and positions in Å:
N  -2.98  -0.35  -0.18  0.23
C  -1.89  -0.04  0.01  -0.23
N  -0.60  0.32  0.00  -0.08
N  -0.23  1.68  0.05  0.08
C  0.47  -0.57  -0.10  -0.28
N  1.65  0.10  -0.20  0.21
N  0.17  -1.87  0.04  0.24
H  -0.20  2.09  -0.89  0.13
H  -0.65  2.36  0.73  0.17
H  2.60  -0.26  -0.11  0.15
H  1.42  1.10  -0.02  0.10
H  0.97  -2.46  0.22  0.14
H  -0.73  -2.11  0.46  0.14

Calculated values
Charge ... +1
SMILES ... N#C[N+](N)=C(N)N
HOMO energy ... -15.11 eV
M ... 100.10 g/mol

=====

Which structure is the least stable? The one labeled P.

=====

## P
Below is the molecule C3H5NO2S, with properties calculated with the ωB97M-V functional and the def2-TZVPD basis.

Last column: Löwdin charge in e.
Atoms and positions in Å:
C  -0.73  -1.51  0.34  -0.07
O  -0.57  -0.60  -0.74  -0.13
N  0.17  0.48  -0.36  -0.17
C  1.56  0.36  -0.49  -0.27
O  2.12  -0.64  -0.80  0.10
C  -0.47  1.63  0.04  -0.67
S  -2.05  1.85  0.23  0.70
H  -1.34  -2.31  -0.05  0.09
H  0.25  -1.95  0.65  0.10
H  -1.27  -1.04  1.21  0.10
H  2.07  1.31  -0.26  0.14
H  0.26  2.41  0.23  0.07

Calculated values
Charge ... 0
SMILES ... CON(C=O)C=S
HOMO energy ... -9.13 eV
M ... 119.14 g/mol

=====

## Q
Below is the molecule C3H5NO2S, with properties calculated with the ωB97M-V functional and the def2-TZVPD basis.

Last column: Löwdin charge in e.
Atoms and positions in Å:
C  -2.27  1.17  -0.02  -0.02
C  -1.78  -0.36  -0.04  -0.46
O  -2.43  -1.38  -0.07  0.07
N  -0.41  -0.50  0.23  0.01
O  0.18  0.75  0.09  -0.24
C  1.61  0.85  -0.03  -0.65
S  2.56  -0.42  -0.01  0.72
H  -2.38  1.74  0.95  0.09
H  -1.84  1.85  -0.81  0.08
H  -3.37  1.17  -0.32  0.09
H  0.13  -1.26  -0.47  0.19
H  1.98  1.87  -0.40  0.10

Calculated values
Charge ... 0
SMILES ... CC(=O)NOC=S
HOMO energy ... -9.70 eV
M ... 119.14 g/mol

=====

## R
Below is the molecule C3H5NO2S, with properties calculated with the ωB97M-V functional and the def2-TZVPD basis.

Last column: Löwdin charge in e.
Atoms and positions in Å:
C  2.15  -0.35  0.04  -0.02
O  1.13  0.72  -0.48  -0.04
C  -0.06  0.11  -0.15  -0.48
O  -0.26  -1.10  0.01  0.05
C  -1.12  1.10  0.20  -0.22
N  -2.32  1.02  -0.02  -0.33
S  -3.42  -0.34  -0.15  0.71
H  2.11  -0.76  1.20  0.16
H  3.14  0.07  0.03  0.06
H  2.19  -1.11  -0.78  0.10
H  -0.83  2.19  0.29  0.14
H  -2.71  -1.56  -0.20  -0.13

Calculated values
Charge ... 0
SMILES ... COC(=O)/C=N\S
HOMO energy ... -9.43 eV
M ... 119.14 g/mol

=====

## S
Below is the molecule C3H5NO2S, with properties calculated with the ωB97M-V functional and the def2-TZVPD basis.

Last column: Löwdin charge in e.
Atoms and positions in Å:
C  2.55  -0.82  0.12  -0.08
O  1.84  0.44  -0.14  -0.08
C  0.55  0.34  -0.09  -0.57
C  -0.09  1.63  -0.07  -0.12
O  -1.32  1.54  0.18  -0.09
N  -0.10  -0.75  -0.08  -0.29
S  -1.77  -0.90  -0.03  0.78
H  3.59  -0.63  0.68  0.11
H  2.04  -1.39  1.02  0.10
H  2.72  -1.51  -0.94  0.16
H  0.37  2.72  0.01  0.17
H  -1.85  -2.32  0.31  -0.09

Calculated values
Charge ... 0
SMILES ... CO/C(C=O)=N/S
HOMO energy ... -8.56 eV
M ... 119.14 g/mol

=====

Which structure is the least stable? The one labeled S.

=====

## P
Below is the molecule C3H5NO2S, with properties calculated with the ωB97M-V functional and the def2-TZVPD basis.

Last column: Löwdin charge in e.
Atoms and positions in Å:
O  0.71  -1.17  2.01  0.08
C  0.57  -0.86  0.85  -0.57
O  1.43  -1.00  -0.14  0.10
C  -0.78  -0.17  0.64  -0.19
N  -0.86  0.13  -0.76  -0.13
C  -0.37  1.37  -1.22  -0.71
S  0.05  2.58  -0.23  0.64
H  2.28  -1.43  0.26  0.20
H  -1.72  -0.87  1.11  0.19
H  -0.87  0.73  1.30  0.09
H  -0.54  -0.65  -1.50  0.19
H  0.11  1.35  -2.32  0.11

Calculated values
Charge ... 0
SMILES ... O=C(O)CNC=S
HOMO energy ... -8.71 eV
M ... 119.14 g/mol

=====

## Q
Below is a cluster of 2 separate species, C3H5NO2S in total, with properties calculated with the ωB97M-V functional and the def2-TZVPD basis.

Last column: Löwdin charge in e.
Atoms and positions in Å:
C  -0.51  0.73  -1.34  -0.11
C  1.41  0.25  -0.21  -0.18
C  1.70  -0.49  -1.44  -0.24
N  1.78  -1.02  -2.45  0.17
O  0.03  0.55  -0.15  -0.12
O  -1.87  0.83  -1.32  0.05
S  -0.70  -0.85  2.92  0.46
H  1.67  -0.45  0.74  0.17
H  1.86  1.32  -0.10  0.16
H  -1.72  -1.26  3.69  -0.22
H  -2.35  1.11  -2.06  0.07
H  -1.29  -0.72  1.71  -0.22

Calculated values
Charge ... 0
HOMO energy ... -9.18 eV
M ... 119.14 g/mol

=====

Which structure is the least stable? The one labeled Q.